No. 1
23
Properties=species:S:1:pos:R:3:forces:R:3:nbo_charge:R:1 method="wB97M-V/def2-TZVPD" smiles="CCOC[N+]1=CCCC1" charge=+1 de_lowest_kcal_mol=39.2 multiplicity=1
C -1.759537 1.833685 -1.162306 -0.213 -0.527 -0.033 -0.651
C -0.913525 0.834047 -1.927929 -0.295 0.563 -0.119 -0.081
O 0.501573 1.055321 -1.877412 0.036 -0.584 0.035 -0.494
C 1.084614 1.053328 -0.628733 0.234 0.294 -0.973 0.093
N 0.818134 -0.170633 0.152966 0.490 1.042 0.276 -0.256
C 0.793714 -1.374390 -0.240786 -0.492 -0.098 -0.003 0.293
C 0.592146 -2.280214 0.882910 1.335 -0.891 1.087 -0.491
C 0.213184 -1.407617 2.116413 0.896 -0.117 -1.820 -0.400
C 0.559134 -0.008866 1.581816 -2.365 0.421 0.608 -0.246
H -1.924196 2.729416 -1.735809 0.235 0.492 -0.030 0.238
H -1.399326 2.065166 -0.168006 0.168 0.149 0.188 0.198
H -2.736961 1.385098 -1.030860 -0.287 -0.086 0.073 0.234
H -1.171307 0.926283 -2.970516 0.149 -0.035 -0.408 0.221
H -1.172330 -0.186684 -1.664938 0.180 -0.310 0.333 0.155
H 0.806044 1.919549 -0.044123 -0.377 -0.013 0.511 0.196
H 2.154427 1.115730 -0.782752 0.286 -0.060 -0.065 0.222
H 0.921543 -1.644660 -1.273426 0.123 0.045 -0.322 0.257
H 0.077531 -3.211088 0.696845 -0.588 0.069 -0.141 0.275
H 1.612242 -2.627552 1.094662 0.199 -0.256 -0.224 0.270
H 0.877872 -1.617657 2.931080 -0.283 -0.465 0.631 0.247
H -0.836930 -1.566049 2.290331 -0.223 0.333 0.644 0.242
H -0.360488 0.575628 1.631853 -0.007 0.330 -0.063 0.230
H 1.262442 0.602161 2.128721 0.799 -0.293 -0.185 0.249

***

No. 2
20
Properties=species:S:1:pos:R:3:forces:R:3:nbo_charge:R:1 method="wB97M-V/def2-TZVPD" smiles="N/C(S)=N/N1CCCC1" de_lowest_kcal_mol=49.9 multiplicity=1
N -1.958763 -0.628681 -2.003697 -2.211 0.408 -3.055 -0.839
C -0.810693 -0.272667 -1.350153 -0.134 0.137 1.081 0.243
S 0.127796 0.987489 -2.138217 0.445 0.199 0.203 0.001
N -0.775358 -0.814509 -0.223898 0.468 -0.138 2.597 -0.330
N -0.160507 -0.352101 0.900829 -1.663 0.443 1.215 -0.287
C 1.179051 0.038988 1.068571 1.507 0.669 -2.594 -0.212
C 1.298734 0.681400 2.385020 -2.858 1.307 0.884 -0.398
C 0.232758 -0.101085 3.166836 0.838 0.296 1.835 -0.411
C -0.692597 -0.785454 2.222434 0.153 -0.183 -0.998 -0.211
H -2.482413 -1.331356 -1.485052 0.407 0.339 -0.025 0.394
H -2.566996 0.203056 -2.143027 0.632 -0.877 -0.112 0.372
H 1.071225 1.110492 -1.161098 -0.614 -0.009 -0.745 0.128
H 1.858018 -0.805156 0.947681 0.452 -0.290 0.106 0.166
H 1.434302 0.765627 0.276895 0.318 -0.401 0.478 0.172
H 2.250626 0.573840 2.820576 1.179 0.316 0.473 0.219
H 0.867733 1.749904 2.411772 1.339 -1.335 -0.476 0.205
H 0.662648 -0.841926 3.805530 0.713 -0.630 0.351 0.202
H -0.241343 0.544152 3.894285 -0.494 0.311 -0.107 0.206
H -1.710523 -0.482006 2.518138 0.063 -0.344 -1.101 0.203
H -0.538343 -1.861235 2.321002 -0.540 -0.217 -0.011 0.177

***

No. 3
26
Properties=species:S:1:pos:R:3:forces:R:3:nbo_charge:R:1 method="wB97M-V/def2-TZVPD" de_lowest_kcal_mol=0.0 multiplicity=1
C -0.770119 2.269514 -1.059361 -0.059 -0.806 -0.319 -0.367
C -1.418135 1.937541 0.163736 -0.352 -0.744 -0.297 -0.305
C -1.985891 0.627901 0.040660 0.400 0.518 -0.224 -0.348
C -1.677351 0.137086 -1.263944 -0.131 1.328 -0.229 -0.324
C -0.936488 1.155023 -1.956290 -0.945 0.158 0.273 -0.310
Zr 0.650017 0.255956 -0.345255 -0.375 -2.468 -7.087 1.742
N 1.794074 0.449691 -2.080651 -1.246 -0.202 4.806 -1.218
C 1.551414 1.575285 1.156781 1.113 0.790 0.640 -0.556
C 0.639985 1.340518 2.111085 1.510 1.608 1.352 -0.269
H -2.617554 0.125537 0.771602 0.373 0.113 -0.124 0.240
H -1.509578 2.584181 1.033056 -0.049 -0.158 -0.347 0.222
H -2.042048 -0.791218 -1.692052 0.364 0.188 0.164 0.259
H -0.555887 1.083430 -2.978073 -0.168 0.064 0.633 0.279
H -0.286398 3.221909 -1.298845 -0.139 -0.545 0.097 0.247
H -0.072468 2.118522 2.395827 0.001 -0.572 -0.427 0.230
H 2.374583 0.868387 0.917018 0.124 0.372 0.796 0.246
H 2.727288 0.808092 -2.316284 -0.431 -0.185 -0.116 0.355
H 0.866248 0.607611 2.878386 -0.397 -0.468 -0.375 0.246
H 1.489259 2.365057 0.369285 -0.144 -0.266 0.781 0.278
C 0.181972 -3.917993 0.568134 0.004 0.505 -0.091 -0.715
C 0.369275 -2.423055 0.360332 0.201 1.123 -0.675 0.803
O 0.001989 -1.932997 -0.754328 0.276 -0.176 0.628 -0.695
O 0.880549 -1.598386 1.205856 -0.145 -0.511 -0.288 -0.758
H 0.342143 -4.429724 -0.380981 0.042 0.188 -0.004 0.245
H -0.856690 -4.115339 0.848100 0.133 0.105 0.143 0.240
H 0.859809 -4.322528 1.306206 0.039 0.040 0.289 0.231

***

No. 4
106
Properties=species:S:1:pos:R:3:forces:R:3:mulliken_charge:R:1 method="wB97M-V/def2-TZVPD" charge=-1 multiplicity=1
N -4.370236 -10.347963 -4.468030 3.223 2.459 2.131 -0.465
C -3.226697 -9.733907 -4.020287 -1.228 -1.283 -0.192 -0.265
C -1.697979 -10.029794 -4.533227 -1.606 -1.028 2.062 -0.464
Al -1.210624 -9.194529 -6.344724 0.790 0.268 0.038 -0.037
C 0.720304 -9.873000 -6.779876 -0.168 -1.506 1.207 -0.542
N 1.734898 -8.749741 -6.853831 -0.332 0.543 -0.540 -0.521
C -1.196565 -7.107698 -6.196053 -0.807 0.410 0.119 -0.454
C -1.312044 -6.781561 -4.593593 0.154 0.905 -0.570 -0.339
C -0.896229 -5.254479 -4.162417 -0.926 0.050 0.653 -0.357
C -1.542905 -5.023267 -2.637356 0.379 -2.031 -0.367 -0.730
N -0.563287 -4.414300 -1.658790 1.239 2.629 2.332 0.274
C 0.563810 -5.099440 -0.891920 0.096 4.608 1.616 -0.264
C 1.275865 -3.969538 0.070107 -4.323 0.721 -3.382 -0.499
C 0.450146 -2.566100 -0.200844 -1.493 -4.176 -2.579 -0.179
C -0.708992 -2.942926 -1.327570 4.225 -1.659 3.211 -0.330
H -5.170233 -9.943434 -3.901559 1.182 -0.441 -0.818 0.188
H -3.365035 -8.944221 -3.136986 0.539 -1.417 -1.909 0.187
H -1.587072 -11.201694 -4.645618 -0.332 2.233 0.117 0.367
H -0.907135 -9.705602 -3.712131 -1.830 -0.594 -1.418 0.255
H -2.270333 -9.698927 -7.411569 -0.329 -0.139 -0.342 -0.289
H 1.071559 -10.570828 -5.877418 -0.624 1.156 -1.947 0.174
H 0.684507 -10.547946 -7.739842 0.606 1.289 1.584 0.226
H 1.954275 -8.388633 -5.889067 -0.759 -0.339 -1.493 0.251
H 1.261536 -7.998749 -7.429175 0.979 -0.811 1.378 0.213
H -0.283737 -6.619397 -6.741409 -1.571 -0.615 1.254 0.205
H -2.183895 -6.752639 -6.763573 2.046 -0.401 1.294 0.224
H -0.628133 -7.516571 -3.951142 -1.665 1.524 -1.266 0.059
H -2.466643 -6.900046 -4.313988 2.577 0.003 -0.369 0.121
H 0.281616 -5.065192 -4.145753 -2.685 -0.431 -0.049 0.286
H -1.446789 -4.483122 -4.868112 1.387 -1.548 1.222 0.229
H -2.577016 -4.463768 -2.702271 2.370 -0.727 0.394 0.303
H -1.798700 -6.109758 -2.213937 0.554 2.321 -0.892 0.230
H 0.858553 -6.239411 -0.957919 -1.045 2.745 -0.179 0.281
H 2.168054 -4.064230 0.838695 -2.172 -0.051 -1.986 0.272
H 0.622812 -1.507638 0.320168 -0.416 -2.784 -1.353 0.265
H -1.529600 -2.234180 -1.794932 1.925 -2.015 0.969 0.245
C 1.873712 2.199669 1.421761 -0.004 0.059 -0.090 -0.873
S 2.091727 0.790620 2.535887 -0.357 -0.172 -0.138 0.354
O 1.544235 -0.421000 1.842320 0.202 0.643 0.339 -0.602
C 0.863329 1.321184 3.753396 0.008 -0.018 0.099 -0.780
H 2.525738 2.061191 0.556072 -0.055 -0.123 0.160 0.339
H 0.835065 2.255159 1.087262 0.063 -0.094 0.086 0.276
H 2.151353 3.120762 1.938955 -0.048 -0.093 0.078 0.332
H -0.113946 1.430244 3.276681 0.131 -0.033 -0.060 0.264
H 1.173078 2.270756 4.196336 -0.021 -0.022 -0.141 0.255
H 0.800766 0.561553 4.536426 0.102 -0.026 -0.204 0.371
C -5.224234 -12.390716 -7.091200 -0.001 -0.134 -0.049 -0.755
S -5.306239 -14.078840 -7.737527 0.044 0.453 -0.287 0.492
O -5.223299 -13.993407 -9.232394 -0.207 -0.098 0.513 -0.636
C -7.039810 -14.362301 -7.304896 -0.177 -0.054 -0.055 -0.908
H -4.226147 -11.992255 -7.288135 -0.109 -0.090 0.075 0.211
H -5.968648 -11.763407 -7.587273 0.037 -0.141 -0.052 0.320
H -5.401673 -12.403068 -6.013541 0.151 0.025 -0.083 0.318
H -7.673701 -13.614662 -7.788045 0.130 -0.013 -0.002 0.286
H -7.159583 -14.311580 -6.220040 0.088 0.012 -0.078 0.333
H -7.325657 -15.357906 -7.652965 0.127 0.112 0.008 0.315
C -1.254821 6.006601 3.531114 -0.071 -0.179 -0.105 -1.056
S 0.027682 5.698388 4.769831 0.061 -0.066 0.010 0.611
O 0.881768 4.574370 4.263941 -0.397 0.127 0.069 -0.590
C -1.082307 5.015155 6.024387 -0.122 -0.258 -0.056 -1.028
H -0.779581 6.406436 2.632221 0.052 -0.045 0.207 0.289
H -1.768811 5.074512 3.284576 0.067 0.016 0.044 0.350
H -1.968109 6.737797 3.917840 0.120 -0.029 0.034 0.395
H -1.606926 4.143310 5.625796 0.048 0.043 -0.004 0.328
H -1.801565 5.778095 6.331662 0.112 -0.002 -0.069 0.391
H -0.485172 4.713823 6.888516 0.020 0.094 -0.184 0.293
C 2.579854 10.480485 6.131544 -0.083 0.032 0.054 -0.964
S 2.796776 8.877745 5.320130 -0.275 0.018 0.089 0.452
O 1.451579 8.217763 5.259524 0.615 0.493 0.208 -0.525
C 3.720176 8.106066 6.670919 -0.028 -0.110 0.105 -0.957
H 1.988136 11.123681 5.475875 0.186 -0.132 -0.025 0.231
H 2.055244 10.351293 7.081202 0.024 -0.132 -0.066 0.366
H 3.556457 10.939148 6.301429 -0.067 -0.027 -0.109 0.407
H 3.125939 8.121599 7.587900 -0.028 0.038 -0.120 0.292
H 4.660711 8.640684 6.823913 -0.090 -0.002 -0.085 0.370
H 3.934771 7.070263 6.396784 -0.087 0.165 -0.073 0.324
C 0.741236 15.195041 3.658752 -0.059 -0.039 -0.092 -0.886
S 2.023737 14.886828 4.897468 0.010 -0.356 -0.014 0.478
O 2.877824 13.762810 4.391578 -0.411 0.302 0.167 -0.609
C 0.913750 14.203595 6.152023 -0.110 -0.098 -0.073 -0.717
H 1.216475 15.594876 2.759857 0.047 -0.070 0.183 0.315
H 0.227246 14.262952 3.412212 0.108 0.018 0.074 0.289
H 0.027946 15.926237 4.045477 0.103 -0.037 0.062 0.327
H 0.389131 13.331750 5.753433 0.137 0.023 -0.101 0.312
H 0.194490 14.966534 6.459299 0.189 0.000 -0.044 0.229
H 1.510885 13.902264 7.016153 0.047 0.090 -0.164 0.311
C 5.528791 -8.330967 -6.667687 0.093 0.126 0.063 -0.942
S 4.975543 -9.860495 -5.874792 -0.334 0.057 0.296 0.616
O 4.887630 -9.597648 -4.401025 0.297 -0.041 -0.637 -0.637
C 6.499929 -10.788504 -6.171168 0.255 0.034 0.101 -0.976
H 4.737834 -7.583702 -6.569121 -0.008 -0.273 0.004 0.279
H 6.435801 -7.964118 -6.181364 -0.040 -0.108 0.051 0.372
H 5.719612 -8.516862 -7.726940 -0.094 -0.052 0.076 0.326
H 7.347931 -10.271756 -5.715012 -0.074 0.001 0.002 0.303
H 6.660078 -10.895966 -7.246636 -0.090 0.030 0.065 0.339
H 6.395808 -11.778972 -5.721476 -0.111 0.175 -0.032 0.298
C -0.494095 18.256211 9.682075 0.005 0.107 -0.075 -0.969
S -0.576100 16.568087 9.035749 -0.087 0.125 -0.231 0.540
O -0.493160 16.653520 7.540882 -0.223 0.171 0.612 -0.639
C -2.309671 16.284626 9.468380 -0.113 0.008 -0.071 -0.930
H 0.503991 18.654671 9.485140 -0.114 -0.169 -0.019 0.322
H -1.238508 18.883520 9.186002 0.040 -0.132 -0.021 0.302
H -0.671534 18.243858 10.759734 0.025 -0.084 -0.080 0.368
H -2.943562 17.032265 8.985231 0.137 -0.031 -0.006 0.305
H -2.429443 16.335346 10.553236 0.092 -0.011 -0.084 0.360
H -2.595518 15.289021 9.120310 0.157 0.129 0.018 0.306

***

No. 5
9
Properties=species:S:1:pos:R:3:forces:R:3:nbo_charge:R:1 method="wB97M-V/def2-TZVPD" de_lowest_kcal_mol=51.2 s_squared=2.0101 multiplicity=3
C 1.327660 -0.140342 0.317661 -0.583 4.198 -3.519 -0.065
C -0.268225 0.702506 -0.425786 0.810 -0.728 1.058 0.080
N 1.104029 -1.147979 0.985185 0.422 -3.134 2.193 -0.677
O -1.323678 0.373951 0.358179 0.450 0.272 -0.255 -0.632
Cl 2.790394 0.693524 -0.043568 -0.508 0.197 0.000 0.012
H -0.264509 0.287840 -1.433186 0.196 -0.289 0.162 0.188
H -0.063641 1.766220 -0.382764 0.144 -0.048 0.128 0.199
H 1.869857 -1.643128 1.433001 -0.875 -0.449 0.315 0.401
H -1.417799 -0.586766 0.385568 -0.057 -0.018 -0.081 0.495

***

No. 6
68
Properties=species:S:1:pos:R:3:forces:R:3:nbo_charge:R:1 method="wB97M-V/def2-TZVPD" charge=+3 de_lowest_kcal_mol=18.6 s_squared=0.7556 multiplicity=2
Rh -1.579469 1.472727 -4.010453 -0.029 0.036 0.131 0.422
C 0.020874 -0.129704 -4.387421 -0.028 0.005 -0.018 -0.182
C 0.495543 1.084385 -4.932951 0.008 0.012 -0.013 -0.172
C -0.253854 1.754323 -5.917217 0.006 0.006 -0.012 -0.176
C -1.514821 1.253399 -6.284534 0.026 -0.008 -0.019 -0.227
C -1.978487 0.026051 -5.746535 -0.033 0.006 -0.043 -0.158
C -1.201142 -0.684045 -4.819278 0.029 -0.029 -0.016 -0.202
H 0.599740 -0.632309 -3.623964 -0.006 0.000 0.006 0.280
H 1.441430 1.489956 -4.600398 0.001 -0.003 0.000 0.271
H 0.107192 2.682753 -6.340495 0.007 -0.003 -0.003 0.280
H -2.122516 1.787729 -7.002531 -0.003 -0.004 0.000 0.283
H -2.951913 -0.346431 -6.038541 0.008 -0.023 0.006 0.285
H -1.554226 -1.620618 -4.410385 -0.004 0.004 0.005 0.285
C -0.767707 4.327080 -2.411857 0.031 -0.023 0.014 -0.562
C -0.756291 3.284493 -1.295787 -0.005 -0.015 -0.003 -0.536
S -1.290772 1.575384 -1.692136 -0.058 0.068 -0.180 0.459
C -3.002781 1.453264 -1.091849 -0.017 -0.014 0.015 -0.541
C -3.979762 2.316579 -1.849840 0.000 0.013 -0.028 -0.555
S -3.806770 2.034415 -3.650902 0.026 -0.001 0.010 0.461
C -4.067911 3.696878 -4.350541 0.002 -0.006 0.003 -0.530
C -2.880455 4.647095 -4.329216 -0.017 -0.004 -0.013 -0.556
S -2.325818 5.210400 -2.694932 0.001 -0.001 -0.002 0.260
H -0.398786 3.908211 -3.352327 -0.009 0.010 -0.008 0.216
H -0.046150 5.093281 -2.123085 -0.010 0.010 -0.002 0.273
H -1.358390 3.596553 -0.441345 0.001 0.015 -0.004 0.259
H 0.265949 3.147192 -0.941024 0.001 -0.016 0.004 0.261
H -2.994282 1.702945 -0.029788 -0.002 0.009 -0.007 0.273
H -3.240883 0.391629 -1.176433 0.018 -0.003 -0.008 0.261
H -3.813384 3.375215 -1.667392 0.006 0.000 0.015 0.268
H -5.006817 2.053617 -1.594769 0.000 0.001 0.004 0.275
H -4.925067 4.101108 -3.808810 -0.003 -0.006 -0.001 0.268
H -4.394515 3.511821 -5.375383 0.003 0.007 -0.002 0.263
H -3.180584 5.547292 -4.868844 -0.001 0.002 0.006 0.277
H -2.029819 4.230154 -4.873769 0.005 -0.001 0.006 0.215
C 3.249624 3.280680 6.749804 -0.001 0.004 0.003 -0.148
C 2.173062 2.930168 7.553893 0.007 0.009 -0.009 -0.221
C 1.641160 1.653648 7.476361 -0.020 -0.005 -0.037 -0.122
C 2.202946 0.712818 6.603718 0.014 0.021 0.048 -0.576
C 3.296756 1.072315 5.807388 0.019 -0.027 0.029 -0.190
C 3.807137 2.357529 5.873202 0.004 -0.010 -0.002 -0.206
Ge 1.550210 -1.068930 6.614262 0.065 0.098 0.121 1.846
C -0.308277 -1.309258 6.834406 0.001 -0.041 0.052 -0.490
C -0.839043 -2.529738 7.272374 0.042 -0.043 0.057 -0.192
C -2.196615 -2.647742 7.509476 -0.032 0.009 0.000 -0.201
C -3.031567 -1.553655 7.314055 0.027 -0.014 0.001 -0.137
C -2.515259 -0.338630 6.879069 0.002 -0.001 0.000 -0.212
C -1.158077 -0.211702 6.640569 -0.039 -0.025 -0.035 -0.203
C 2.809723 -2.465464 6.539245 -0.040 0.018 -0.041 -0.611
C 2.447747 -3.787411 6.246884 -0.025 -0.049 -0.063 -0.101
C 3.404485 -4.784422 6.278729 -0.005 -0.003 -0.001 -0.226
C 4.720066 -4.473099 6.607792 -0.006 0.000 -0.001 -0.129
C 5.088762 -3.165895 6.897010 -0.014 0.039 0.001 -0.204
C 4.139705 -2.157985 6.859856 0.032 -0.078 0.029 -0.155
H 3.665384 4.277441 6.814913 -0.001 0.000 0.001 0.238
H 1.754721 3.648438 8.245710 -0.002 0.000 -0.001 0.240
H 0.805340 1.387277 8.112228 0.003 -0.001 0.004 0.218
H 3.755489 0.347612 5.144896 0.000 0.006 -0.011 0.223
H 4.652331 2.635473 5.258204 0.001 0.002 0.001 0.235
H -0.193573 -3.378941 7.463838 -0.011 0.040 -0.024 0.227
H -2.603190 -3.586124 7.860709 -0.006 0.003 0.003 0.242
H -4.090759 -1.647131 7.513960 -0.002 0.003 -0.002 0.238
H -3.169465 0.511698 6.742306 -0.010 -0.007 -0.001 0.233
H -0.760233 0.738869 6.307044 0.015 -0.002 0.005 0.224
H 1.428288 -4.038516 5.977141 0.032 0.027 0.029 0.209
H 3.128354 -5.805371 6.053455 0.010 -0.002 0.000 0.239
H 5.463582 -5.258363 6.641606 -0.003 -0.003 -0.001 0.241
H 6.112159 -2.933523 7.157528 0.002 -0.010 0.001 0.242
H 4.428972 -1.143091 7.102806 -0.007 0.001 -0.001 0.230

***

Which electronic energy belongs to each record? In order, -11016.12053, -20666.25835, -16407.76202, -128179.46639, -18192.30312, -123650.54094 eV.